CH2FP | ωB97M-V with the def2-TZVPD basis set

Summary:
- spin multiplicity = 1
- electronic energy (eV) = -13070.783
- F_max (eV Å⁻¹) = 7.0
- molar mass (Da) = 64.00
- LUMO energy (eV) = 0.13

The geometry in XYZ format:
```
5
Properties=species:S:1:pos:R:3:forces:R:3:nbo_charge:R:1
P -0.215376 -1.373354 -0.052716 -3.2458 -1.7247 -0.1568 0.356
F -1.373297 1.203856 -0.037126 -0.6473 -1.4088 0.1699 -0.314
C -0.506675 0.226165 0.037044 5.1045 4.8100 -0.1414 -0.069
H 1.094637 -1.209024 -0.033278 2.2069 0.3649 0.1704 -0.013
H 1.000710 1.152355 0.086078 -3.4183 -2.0415 -0.0421 0.040
```
Positions in Å, forces in eV/Å.

=====

C24H46Cl3N2O4SiSm | ωB97M-V with the def2-TZVPD basis set

Summary:
- spin multiplicity = 6
- electronic energy (eV) = -100161.509
- F_max (eV Å⁻¹) = 2.1
- molar mass (Da) = 711.45
- LUMO energy (spin up / spin down) (eV) = 0.22 / 0.22

The geometry in XYZ format:
```
81
Properties=species:S:1:pos:R:3:forces:R:3:lowdin_spin:R:1
Sm -0.100434 0.378632 0.631210 -0.0748 -1.8855 -0.4508 5.052
Cl -0.108586 1.591222 -1.679738 0.0725 0.2914 -0.1008 -0.008
Cl -0.722484 3.430228 -6.259051 -0.0118 0.0241 -0.1238 0.000
Cl -2.659523 0.563720 1.091891 -0.1648 0.1768 0.1401 -0.010
Si -0.482172 4.944226 -4.845292 -0.0852 -0.0189 -0.0221 0.000
O -0.262478 -1.749314 -0.054530 0.9845 1.8465 0.2544 -0.020
O 2.286245 -0.022086 0.593442 1.0509 -1.0414 -0.2786 -0.004
O 0.086496 -0.572611 2.958080 0.2138 -0.2701 0.5489 -0.003
O 0.464622 2.362356 1.895396 -0.9898 1.4159 -0.0726 -0.007
N 2.748643 -1.654989 -0.950173 0.6363 0.1458 0.4418 0.000
N -0.151410 4.540222 2.259309 0.1418 0.1822 0.1135 0.000
C -1.198476 -5.716738 2.739465 0.1077 0.1055 -0.0816 0.000
C -2.419502 -4.273747 1.227684 0.2871 -0.2498 -0.0442 0.000
C 1.344361 4.966026 -4.443520 -0.0164 0.0055 0.0629 0.000
C -0.001715 -4.225449 1.252043 -0.0445 -0.0821 0.2727 0.000
C -1.075624 5.624424 1.952562 -0.1010 -0.0967 -0.0412 0.000
C -1.212204 -3.771735 0.732313 -0.3808 0.1496 -0.3026 0.000
C -1.596871 4.477419 -3.423361 0.0781 0.0168 0.0555 0.000
C 2.261602 -0.957978 -2.134344 -0.4781 -0.0896 -0.0762 0.000
C 2.322180 -0.730462 3.984333 -0.0481 0.1172 0.1047 0.000
C -0.662146 -4.329574 -2.096106 -0.2010 0.4541 0.0472 0.000
C 0.974204 4.853390 3.139530 -0.1022 0.0576 -0.0576 0.000
C -0.677655 0.111259 3.987899 0.3912 0.0188 -0.1756 0.000
C -1.609408 -2.086191 -2.767479 -0.0209 0.1388 -0.1573 0.000
C 0.009630 -5.171305 2.281388 -0.2067 0.0419 -0.1872 0.000
C -2.413070 -5.277874 2.198141 0.1012 0.0645 0.0670 0.000
C -1.427739 -0.833352 4.903700 -0.1842 -0.0820 -0.1178 0.000
C 3.179679 -3.029642 -1.148421 0.2449 -0.0346 -0.0038 0.000
C -1.027539 6.557203 -5.639979 0.0171 -0.0370 -0.0294 0.000
C 2.880802 -1.080165 0.245810 -1.1082 0.6617 -0.4423 0.000
C -0.464498 -4.843538 -3.482842 0.0177 -0.2441 -0.3674 0.000
C 1.119473 -1.477508 3.452102 -0.5568 0.2166 -0.3704 0.000
C -1.163769 -3.126497 -1.780716 0.5323 -0.7419 0.2753 0.000
C -1.241079 -2.671581 -0.328009 -0.6597 -0.1590 0.1950 -0.001
C -0.318426 3.343687 1.720862 0.7321 -1.2225 -0.0266 0.000
H -0.696728 -4.094033 -4.246045 0.1035 -0.2392 0.1314 0.000
H -0.547458 6.450556 1.459398 -0.0960 -0.1959 0.1103 0.000
H 1.379207 -2.106288 2.592947 -0.1518 0.1592 0.1324 0.000
H -2.695379 -1.909143 -2.703558 0.2887 -0.0673 0.1064 0.000
H -0.374673 -5.019645 -1.297948 -0.1191 0.2504 -0.1099 0.000
H -1.322706 3.502765 -2.993477 -0.0737 0.2950 -0.1695 0.000
H -3.358145 -5.708548 2.543534 0.3628 0.1829 -0.0470 0.000
H -1.189636 -6.477851 3.523439 -0.0201 0.2433 -0.2468 0.000
H 1.373354 -1.475058 -2.521068 0.1278 0.1769 0.1416 0.000
H 2.318718 -3.673533 -1.389749 0.1868 0.3001 0.1043 0.000
H 3.905523 -3.074579 -1.971741 -0.1531 -0.0625 0.1849 0.000
H 0.927864 -3.796017 0.861246 -0.3491 -0.1521 0.1776 0.000
H -1.941095 -0.244766 5.669615 0.0450 -0.0638 -0.0593 0.000
H -1.548271 5.995534 2.870279 0.1078 -0.0744 -0.1817 0.000
H 3.651514 -3.388465 -0.225628 -0.1035 -0.0310 -0.2629 0.000
H -1.391582 -2.374957 -3.800555 -0.0381 0.1871 0.2118 0.000
H -2.222850 -2.176872 -0.252782 -0.1791 -0.1348 0.2067 0.000
H 0.017619 0.756057 4.547900 -0.2385 -0.0759 -0.0861 0.000
H 3.560771 -1.612441 0.934770 -0.3843 0.0884 -0.0262 0.000
H -2.637073 4.430181 -3.774095 0.2218 0.0161 0.0953 0.000
H -1.215460 3.225322 1.084311 0.2566 0.1482 0.2007 0.000
H -2.184153 -1.387501 4.334807 0.1952 0.0455 0.1127 0.000
H 1.596229 3.967914 3.267031 -0.1176 0.1043 -0.0573 0.000
H 0.569925 -5.178260 -3.634125 -0.1124 0.0529 -0.0102 0.000
H 2.685198 0.000104 3.254711 -0.0918 -0.0830 0.0765 0.000
H 1.659471 3.985888 -4.062932 -0.0713 0.2064 -0.0543 0.000
H 0.675256 -2.124139 4.220761 0.1943 0.0733 -0.3148 0.000
H 1.566907 5.667579 2.702948 -0.1045 -0.2099 0.0572 0.000
H -0.415323 6.795662 -6.519604 -0.1137 -0.0701 0.1850 0.000
H 1.932124 5.197110 -5.342351 -0.1463 -0.0549 0.1947 0.000
H 0.966209 -5.475087 2.715155 -0.3478 -0.0455 -0.1056 0.000
H -1.390408 0.733096 3.429752 0.2444 -0.1261 0.2346 0.000
H 3.126527 -1.439692 4.193470 -0.0314 0.0281 0.0573 0.000
H 0.594894 5.188326 4.113542 0.0633 -0.1099 -0.1959 0.000
H -1.115811 -1.125494 -2.555964 -0.1432 -0.2035 -0.0515 0.000
H 1.995392 0.075708 -1.900395 0.0777 -0.2839 -0.0150 0.000
H -2.075527 6.499353 -5.962208 0.2159 -0.0084 0.0795 0.000
H -0.936832 7.388733 -4.928092 -0.0106 -0.1426 -0.1045 0.000
H -3.355887 -3.868943 0.828247 0.3045 -0.2409 0.1756 0.000
H 2.068519 -0.218158 4.918153 0.1721 -0.0033 -0.1199 0.000
H 1.567404 5.723728 -3.681806 -0.0004 -0.1148 -0.0975 0.000
H -1.846894 5.236176 1.281132 0.0906 0.1945 0.1263 0.000
H 3.041993 -0.980675 -2.907803 -0.0848 -0.0041 0.2426 0.000
H -1.532468 5.230181 -2.626787 -0.0549 -0.0847 -0.0828 0.000
H -1.100652 -5.717993 -3.671999 0.0833 0.0988 0.0083 0.000
H -0.766771 -1.543550 5.409984 -0.1797 0.1552 -0.0037 0.000
```
Positions in Å, forces in eV/Å.

=====

C3H2F3N | ωB97M-V with the def2-TZVPD basis set

Summary:
- structure (SMILES) = FC(F)(F)C1=NC1
- spin multiplicity = 1
- electronic energy (eV) = -12783.418
- F_max (eV Å⁻¹) = 3.4
- molar mass (Da) = 109.05
- LUMO energy (eV) = 0.61

The geometry in XYZ format:
```
9
Properties=species:S:1:pos:R:3:forces:R:3:nbo_charge:R:1
F 1.697726 0.342636 0.504212 0.6570 -1.0665 -0.3023 -0.314
F 1.417243 -1.786281 -0.198091 -0.3567 0.1935 1.1516 -0.298
F 1.725976 -0.272915 -1.581799 -0.4722 0.8879 -0.4081 -0.299
N -1.517361 -0.214667 -0.603386 -0.8873 -1.0067 -2.1356 -0.245
C 1.144440 -0.497458 -0.410129 -0.6109 0.4849 0.0215 0.958
C -0.341311 -0.121580 -0.252046 1.7319 -0.9250 0.2408 0.119
C -1.239140 0.630070 0.562102 -0.7187 0.3207 3.2851 -0.298
H -1.677095 0.217102 1.592298 1.2219 1.1281 -2.2529 0.189
H -1.210477 1.703093 0.386839 -0.5651 -0.0167 0.3998 0.188
```
Positions in Å, forces in eV/Å.

=====

C4H7N2 | ωB97M-V with the def2-TZVPD basis set

Summary:
- total charge = +1
- spin multiplicity = 1
- electronic energy (eV) = -7227.868
- F_max (eV Å⁻¹) = 1.4
- molar mass (Da) = 83.11
- LUMO energy (spin up / spin down) (eV) = -5.03 / -4.89

The geometry in XYZ format:
```
13
Properties=species:S:1:pos:R:3:forces:R:3:nbo_charge:R:1
N 0.717342 -0.054816 -1.726470 0.0998 0.0813 -0.0758 -0.724
N -0.366422 2.095486 2.802061 0.4214 0.4565 -0.0234 -0.577
C 0.919848 -1.267188 -0.945876 -0.2944 -0.3014 0.3186 -0.103
C -1.805681 -0.079005 2.369360 1.1096 0.5305 -0.6361 -0.205
C -0.866783 -0.017261 1.443607 -0.4917 -0.6666 -0.2998 -0.146
C -0.844457 1.062471 2.386237 -0.3475 -0.1289 0.2358 0.272
H 1.410148 -1.186428 -0.000642 0.2594 0.2201 0.1515 0.221
H -0.612331 2.678436 3.581312 -0.1957 0.0051 0.2104 0.414
H -0.266575 0.259043 -1.714869 0.2442 -0.0286 0.1097 0.460
H -2.640231 -0.457539 2.909773 -0.3941 -0.2125 0.2450 0.270
H 0.980241 -0.226906 -2.708702 -0.0697 0.2255 0.2086 0.453
H 1.303563 0.702298 -1.351949 -0.2267 -0.0765 -0.2026 0.459
H 0.276156 -2.095642 -1.164174 -0.1147 -0.1045 -0.2417 0.207
```
Positions in Å, forces in eV/Å.

=====

Among the records above, which one has the highest spin multiplicity?
C24H46Cl3N2O4SiSm

=====

The lowest molar mass belongs to which entry?
CH2FP